(1)
An isolated molecule of C4H6S. Source: OMol25; level of theory: the ωB97M-V functional and the def2-TZVPD basis.

```
! RIJCOSX wB97M-V def2-TZVPD def2/J DEFGRID3
* xyz 0 1
C -0.15849 -1.17348 0.70897
C -0.78684 -1.18314 -0.46637
C 0.42760 0.15819 0.89742
C -0.04783 0.95968 -0.36080
S 1.20258 1.42395 -1.49797
H -0.39839 -1.78953 1.60384
H -1.33351 -2.02547 -0.95030
H 0.01468 0.44336 1.85615
H 1.53253 0.23220 1.14308
H -1.03737 1.50564 -0.27140
H 0.58505 1.44861 -2.66260
*
```

Values from the calculation:
DFT total energy, eV: -15075.6186
Orbital gap (spin up / spin down), eV: 8.3 / 7.9
Energy above the lowest of the compared OMol25 structures with the same formula, charge and spin, kcal/mol: 96.26
LUMO energy (spin up / spin down), eV: 0.151 / 0.090

(2)
An isolated molecule of C4H6S2. Source: OMol25; level of theory: the ωB97M-V functional and the def2-TZVPD basis.

```
! RIJCOSX wB97M-V def2-TZVPD def2/J DEFGRID3
* xyz 0 1
S 1.77276 1.51668 -0.38558
C 0.55158 0.45552 -0.16868
C 0.24474 -0.70878 -1.13163
C -0.58956 -1.70580 -0.35101
S -1.67138 -0.66030 0.68884
C -0.34388 0.45359 1.03912
H 1.18891 -1.18263 -1.46273
H -0.35581 -0.28292 -1.94728
H 0.08378 -2.34921 0.23031
H -1.17848 -2.30160 -1.05090
H -0.79490 1.38869 1.19106
H 0.25699 0.05849 1.86064
*
```

Values from the calculation:
DFT total energy, eV: -25915.1302
Structure (SMILES): S=C1CCSC1
Orbital gap, eV: 8.4
Energy above the lowest of the compared OMol25 structures with the same formula, charge and spin, kcal/mol: 3.71
LUMO energy, eV: -0.258

(3)
A 2-piece molecular cluster, C4H6S3 overall. Source: OMol25; level of theory: the ωB97M-V functional and the def2-TZVPD basis.

```
! RIJCOSX wB97M-V def2-TZVPD def2/J DEFGRID3
* xyz 0 1
S -1.15363 -1.11561 2.30967
C -0.03896 -1.57307 1.23446
C 1.28562 -0.94364 1.13216
S 2.39992 -1.40112 0.05650
H -0.22536 -2.38238 0.52449
H 1.47054 -0.13289 1.84199
C -0.48899 0.81837 -0.31761
C -0.46560 1.41992 -1.67187
S -1.76762 0.19288 -1.42728
H -0.84519 1.43123 0.50696
H 0.29589 0.11057 -0.05910
H -0.80189 2.44650 -1.78200
H 0.33526 1.12922 -2.34837
*
```

Values from the calculation:
DFT total energy, eV: -36748.2849
Structure (SMILES): S=CC=S.C1CS1
Orbital gap, eV: 6.8
Energy above the lowest of the compared OMol25 structures with the same formula, charge and spin, kcal/mol: 45.51
LUMO energy, eV: -2.132

(4)
C4H6Se as an isolated structure. Source: OMol25; level of theory: the ωB97M-V functional and the def2-TZVPD basis.

```
! RIJCOSX wB97M-V def2-TZVPD def2/J DEFGRID3
* xyz 0 1
C 0.91156 -0.69397 0.38118
C 0.95843 0.60339 0.51916
C -0.35331 -1.28711 -0.21553
C -0.76553 1.38803 -0.15425
Se -1.83025 -0.04802 0.15415
H 1.73867 -1.46481 0.78221
H 1.70709 1.30141 0.67841
H -0.15508 -1.33142 -1.22409
H -0.65485 -2.29588 -0.00060
H -0.98322 2.44692 0.31420
H -0.57351 1.38146 -1.23483
*
```

Values from the calculation:
DFT total energy, eV: -69588.1908
Orbital gap, eV: 9.0
Energy above the lowest of the compared OMol25 structures with the same formula, charge and spin, kcal/mol: 44.05
LUMO energy, eV: 0.916

(5)
C4H7AlO as an isolated structure. Source: OMol25; level of theory: the ωB97M-V functional and the def2-TZVPD basis.

```
! RIJCOSX wB97M-V def2-TZVPD def2/J DEFGRID3
* xyz 1 2
H 1.76981 -0.57422 -0.56638
C 0.09328 0.87106 -0.60751
C 0.71769 -0.50795 -0.86764
C -0.23464 -0.68082 0.26093
O -1.35942 -1.33661 0.17519
Al -2.28203 -1.92144 -0.95096
H 0.83730 1.66510 -0.73876
H -0.78946 1.07029 -1.23171
H 0.39711 -1.00813 -1.78768
H 0.19957 -0.63674 1.69732
C 0.20601 0.75239 1.37814
H 1.21216 1.18839 1.48894
H -0.76736 1.11867 1.75012
*
```

Values from the calculation:
DFT total energy, eV: -12892.2618
Orbital gap (spin up / spin down), eV: 7.9 / 7.7
Energy above the lowest of the compared OMol25 structures with the same formula, charge and spin, kcal/mol: 80.73
LUMO energy (spin up / spin down), eV: -4.137 / -4.851
<S²>: 0.76

(6)
An isolated molecule of C4H7BO4. Source: OMol25; level of theory: the ωB97M-V functional and the def2-TZVPD basis.

```
! RIJCOSX wB97M-V def2-TZVPD def2/J DEFGRID3
* xyz 0 1
O -2.41114 -1.93346 0.60126
C -1.68048 -1.30424 -0.00164
C -0.16371 -1.27679 0.01592
C -0.02984 0.25443 0.20042
B 1.41491 0.89636 0.29583
O 1.69454 1.68217 1.37192
O 2.40549 0.73013 -0.64128
C -0.98928 0.67894 -0.90800
O -2.02300 -0.32708 -0.87335
H 0.29321 -1.87866 0.77205
H 0.20643 -1.45126 -0.98176
H -0.54046 0.43782 1.14705
H 1.15516 1.38724 2.11409
H 2.71481 -0.18265 -0.59366
H -0.58504 0.68322 -1.90042
H -1.46161 1.60382 -0.61844
*
```

Values from the calculation:
DFT total energy, eV: -13129.9187
Structure (SMILES): O=C1C[C@@H](B(O)O)CO1
Orbital gap, eV: 10.6
Energy above the lowest of the compared OMol25 structures with the same formula, charge and spin, kcal/mol: 0.00
LUMO energy, eV: 0.192

(7)
C4H7BaO3 as an isolated structure. Source: OMol25; level of theory: the ωB97M-V functional and the def2-TZVPD basis.

```
! RIJCOSX wB97M-V def2-TZVPD def2/J DEFGRID3
* xyz 0 2
O -0.34518 0.90879 2.35511
C -0.07791 1.92291 1.45799
C -0.20347 1.47208 0.03608
O 0.37641 0.22592 -0.13280
C 0.00007 -0.60970 -1.23705
C 0.35618 -2.03873 -0.82403
O -0.10965 -2.33338 0.45254
Ba -0.09250 -1.02389 1.99109
H 0.87084 2.46738 1.65837
H -0.75758 1.90428 -0.80338
H 0.53083 -0.28876 -2.14524
H -1.08591 -0.50544 -1.38960
H 1.45806 -2.15202 -0.89069
H -0.07342 -2.71289 -1.59009
H -0.84676 2.76346 1.06171
*
```

Values from the calculation:
DFT total energy, eV: -11092.9596
Orbital gap (spin up / spin down), eV: 7.2 / 8.2
Energy above the lowest of the compared OMol25 structures with the same formula, charge and spin, kcal/mol: 52.54
LUMO energy (spin up / spin down), eV: 0.078 / 0.037
<S²>: 0.75

(8)
C4H7BeClI as an isolated structure. Source: OMol25; level of theory: the ωB97M-V functional and the def2-TZVPD basis.

```
! RIJCOSX wB97M-V def2-TZVPD def2/J DEFGRID3
* xyz 1 1
C -0.86436 0.30615 -0.96928
C -0.48624 0.13055 0.65049
Cl -1.16095 -1.42791 1.37950
C 1.09956 0.41623 0.90379
C 2.07990 -0.89529 0.90598
I 2.23807 -1.79022 -1.13305
H -2.05132 0.42289 -1.01715
H -0.56914 -0.64319 -1.58471
H -0.36258 1.30789 -1.37786
H -1.07377 1.02757 1.17649
H 1.47046 1.12500 0.01821
H 1.26328 1.01386 1.91077
H 1.63569 -1.78244 1.57141
Be -3.21859 0.78892 -2.43459
*
```

Values from the calculation:
DFT total energy, eV: -25270.7445
Orbital gap, eV: 3.0
LUMO energy, eV: -8.082

(9)
C4H7BiO3 as an isolated structure. Source: OMol25; level of theory: the ωB97M-V functional and the def2-TZVPD basis.

```
! RIJCOSX wB97M-V def2-TZVPD def2/J DEFGRID3
* xyz 1 2
H 2.33397 -2.10265 -0.75067
O -0.04214 0.86139 -0.44874
C 1.22806 0.62509 -0.32815
O 2.04047 1.51816 -0.62136
Bi 3.77127 0.63910 0.30046
O 1.86091 -0.42412 0.42589
C 1.40685 -1.57824 -0.45742
H 0.70590 -2.11984 0.20571
C -1.06057 0.01051 0.13869
H -1.15808 -0.88398 -0.48430
H -0.71647 -0.29245 1.13549
C -2.34339 0.79815 0.20581
H -2.24594 1.66844 0.86708
H -2.64962 1.13563 -0.79280
H -3.13122 0.14481 0.60430
*
```

Values from the calculation:
DFT total energy, eV: -16231.5187
Orbital gap (spin up / spin down), eV: 6.6 / 5.0
Energy above the lowest of the compared OMol25 structures with the same formula, charge and spin, kcal/mol: 88.31
LUMO energy (spin up / spin down), eV: -5.387 / -6.461
<S²>: 1.00

(10)
An isolated molecule of C4H7Br. Source: OMol25; level of theory: the ωB97M-V functional and the def2-TZVPD basis.

```
! RIJCOSX wB97M-V def2-TZVPD def2/J DEFGRID3
* xyz 0 1
Br -2.74828 -0.02628 0.00159
C -0.75371 -0.09384 -0.51685
C 0.02534 -1.21435 0.17711
C 1.25720 0.15392 0.23844
C 0.01339 1.06808 0.02106
H -0.75236 -0.17188 -1.66066
H 0.03560 -2.10343 -0.40324
H -0.25208 -1.17305 1.10920
H 1.57144 0.16176 1.26537
H 1.82543 0.22484 -0.66219
H -0.45871 1.27838 0.99272
H 0.23674 1.89586 -0.56256
*
```

Values from the calculation:
DFT total energy, eV: -74301.7731
Structure (SMILES): BrC1CCC1
Orbital gap, eV: 10.6
Energy above the lowest of the compared OMol25 structures with the same formula, charge and spin, kcal/mol: 42.90
LUMO energy, eV: 0.905